Record 1
Formula: C22H29F3N4O
Source: the Open Molecules 2025 dataset
Level of theory: ωB97M-V with the def2-TZVPD basis set

As for the highest occupied orbital energy: -8.3493 eV. The SMILES is C[C@@H](CC(F)(F)F)N1CCC(n2nccc2NC(=O)CCCc2ccccc2)CC1. The energy relative to the best compared isomer or geometry (same formula, charge and spin) is 2.0 kcal per mole. The multiplicity is 1. For the LUMO energy, the calculation gives 0.0226 Ha. As for the max |F|: 0.825 eV/A.

```
59
Properties=species:S:1:pos:R:3:forces:R:3
C 4.269860 2.079830 -0.245989 0.05 -0.25 -0.13
C 4.397438 0.557955 -0.300428 0.37 0.22 0.08
C 5.324907 0.043558 0.842515 0.00 0.06 -0.44
C 6.779324 0.043417 0.438647 0.04 -0.15 0.25
F 7.571170 -0.430501 1.419041 -0.02 -0.09 0.24
F 7.253676 1.261712 0.136833 -0.08 0.35 -0.06
F 7.015662 -0.727790 -0.636038 -0.13 -0.19 -0.23
N 3.096636 -0.064387 -0.323126 -0.13 -0.08 -0.16
C 2.253182 0.181627 0.837888 -0.08 0.11 0.03
C 1.010882 -0.710203 0.805537 -0.03 0.17 -0.17
C 0.611849 -0.943880 -0.650265 0.61 0.14 0.20
N -0.654696 -1.633580 -0.728308 -0.60 0.23 -0.30
N -0.707567 -2.925409 -0.402797 0.41 -0.59 0.41
C -1.948571 -3.318677 -0.602884 0.00 0.30 -0.16
C -2.735682 -2.263080 -1.064933 0.17 0.27 -0.15
C -1.868588 -1.185231 -1.115355 -0.33 -0.47 0.18
N -2.196289 0.107563 -1.531785 -0.08 -0.15 -0.34
C -1.861354 1.301221 -0.956465 -0.04 0.38 -0.38
O -0.980830 1.442229 -0.139671 0.17 0.00 0.22
C -2.673863 2.464440 -1.497821 -0.11 0.05 0.08
C -4.157287 2.403126 -1.117501 0.11 0.18 0.11
C -4.385556 2.356754 0.399955 -0.12 -0.07 -0.20
C -4.133443 0.994086 0.987679 0.00 0.07 0.19
C -3.054965 0.755356 1.828391 -0.08 0.05 0.03
C -2.831061 -0.508570 2.346318 0.02 -0.11 0.08
C -3.693790 -1.547534 2.047134 0.00 -0.04 0.11
C -4.785337 -1.315283 1.227918 -0.10 -0.02 0.04
C -4.999452 -0.055253 0.700326 -0.01 -0.03 0.00
C 1.704301 -1.767893 -1.345684 0.11 -0.04 0.07
C 3.072356 -1.455788 -0.725892 -0.15 -0.08 -0.10
H 5.229995 2.545713 -0.447819 0.07 0.07 0.04
H 3.922995 2.410466 0.729028 -0.04 0.08 0.13
H 3.557273 2.405276 -0.998095 -0.09 0.08 -0.08
H 4.870142 0.292171 -1.254318 -0.05 0.03 0.13
H 5.228259 0.659618 1.737305 0.03 -0.08 0.03
H 5.072210 -0.989041 1.090929 0.06 0.03 0.05
H 1.931438 1.224420 0.798588 0.02 0.01 0.15
H 2.791053 0.015787 1.785412 0.00 0.04 0.02
H 0.196004 -0.212450 1.329173 0.00 -0.06 0.03
H 1.191008 -1.676224 1.278047 0.00 -0.04 0.01
H 0.502020 0.025505 -1.137243 -0.07 -0.20 0.04
H -2.233408 -4.334065 -0.412563 -0.02 -0.23 0.05
H -3.775463 -2.271048 -1.318170 -0.22 0.07 -0.01
H -3.022972 0.118539 -2.113051 0.17 0.07 0.05
H -2.577342 2.487797 -2.586282 0.05 0.03 0.00
H -2.234420 3.377866 -1.093914 0.05 -0.10 -0.04
H -4.641718 3.295034 -1.521953 -0.01 -0.08 -0.06
H -4.634391 1.534949 -1.579258 -0.10 0.03 -0.04
H -3.739725 3.092319 0.881922 -0.04 0.06 0.04
H -5.423820 2.636308 0.599164 0.06 0.06 0.04
H -2.377164 1.560719 2.069433 0.05 0.07 -0.01
H -1.980832 -0.681781 2.989448 0.08 -0.02 0.06
H -3.518272 -2.533496 2.450153 0.03 -0.09 0.03
H -5.471846 -2.118315 1.001152 -0.05 -0.07 -0.03
H -5.857633 0.121150 0.065090 -0.10 0.02 -0.06
H 1.474474 -2.825993 -1.220158 0.04 0.04 -0.06
H 1.713179 -1.536998 -2.411190 0.00 0.00 -0.05
H 3.857232 -1.627626 -1.464910 0.03 -0.01 0.08
H 3.258811 -2.136408 0.120837 0.08 -0.03 -0.03
```
Positions in Å, forces in eV/Å.

Record 2
Formula: C22H29F7MoN6S3SbSi
Source: the Open Molecules 2025 dataset
Level of theory: ωB97M-V with the def2-TZVPD basis set

As for the highest occupied orbital energy (spin up / spin down): -7.8297 / -7.8681 eV. Its expectation value of S² is 3.7897. The energy relative to the best compared isomer or geometry (same formula, charge and spin) is 63.1 kcal per mole. The multiplicity is 4. For the LUMO energy (spin up / spin down), the calculation gives -0.0631 / -0.0836 Ha. As for the max |F|: 0.993 eV/A.

```
70
Properties=species:S:1:pos:R:3:forces:R:3
Mo -0.205986 -0.124480 0.285716 0.53 0.27 0.08
C 0.642447 3.747200 -3.867269 0.08 0.02 0.05
S 1.175967 2.024300 -3.995905 -0.11 -0.03 -0.06
C 0.284595 1.211851 -2.724496 -0.01 0.08 -0.11
S -0.150914 2.203897 -1.363328 -0.07 -0.03 0.06
N 0.158214 -0.057764 -2.915933 0.04 -0.04 0.07
N -0.386104 -0.732637 -1.843021 -0.05 0.08 -0.03
C -1.005234 -1.804124 -2.165341 -0.02 -0.05 0.00
C -1.780890 -2.465426 -1.133729 -0.02 0.01 -0.04
C -2.515314 -3.615006 -1.364671 -0.02 0.00 0.01
C -3.302188 -4.111916 -0.337607 -0.01 -0.01 0.00
C -3.333494 -3.432195 0.866811 0.00 0.01 0.00
C -2.555160 -2.294255 1.018779 0.00 -0.03 -0.02
N -1.785684 -1.820020 0.044129 0.10 0.04 0.01
H 1.182871 4.259943 -4.661926 -0.02 -0.02 -0.02
H 0.915150 4.191849 -2.913922 0.00 0.00 0.02
H -0.425739 3.833199 -4.046214 0.00 0.01 0.03
H -1.018880 -2.133204 -3.198396 0.00 0.02 0.00
H -2.469825 -4.100212 -2.329797 0.01 0.00 0.00
H -3.884817 -5.011957 -0.479780 0.00 0.00 0.00
H -3.940220 -3.773987 1.692906 0.00 0.01 0.00
H -2.533510 -1.753243 1.951339 0.00 -0.01 0.01
C -2.179947 1.088296 2.742977 -0.01 0.01 0.00
Si -0.963403 -0.136720 3.451791 -0.19 0.01 -0.05
C 0.213932 0.719260 4.602484 0.00 0.01 0.00
C -1.980722 -1.456823 4.359569 0.03 -0.01 0.02
N -0.142497 -0.960663 2.084635 -0.32 -0.12 0.04
C 0.659269 -2.078406 2.340489 0.10 0.10 0.03
C 1.016704 -2.486529 3.635268 0.00 0.00 0.00
C 1.806839 -3.601337 3.860159 0.00 -0.01 -0.01
C 2.288496 -4.362031 2.804771 0.00 0.01 0.01
C 1.976115 -3.979542 1.509640 0.00 0.00 0.00
C 1.188059 -2.870710 1.323263 -0.01 -0.01 0.00
F 0.916185 -2.495601 0.028209 0.01 0.01 -0.01
H -2.898300 1.291438 3.543782 0.02 0.03 0.01
H -2.753562 0.715117 1.890430 -0.03 -0.02 0.02
H -1.730078 2.050731 2.488534 0.00 -0.02 -0.02
H -0.195751 1.704675 4.841642 0.00 0.00 0.01
H 1.188302 0.884714 4.143413 0.01 0.01 0.00
H 0.353315 0.172039 5.536826 0.02 0.00 0.00
H -1.775185 -1.434143 5.431903 0.00 0.01 0.00
H -1.771534 -2.472248 4.016289 0.01 -0.01 0.01
H -3.050166 -1.266292 4.236338 0.00 -0.01 -0.01
H 0.689602 -1.901842 4.483544 0.00 0.01 0.00
H 2.057381 -3.867941 4.878314 0.00 0.00 0.00
H 2.910005 -5.228347 2.981913 0.00 0.00 0.00
H 2.342291 -4.515074 0.644023 0.00 0.00 0.00
F 0.775297 1.300465 1.093328 -0.02 -0.24 0.04
Sb 0.766471 3.981695 2.095891 0.13 0.13 -0.10
F 3.039251 1.731780 3.475957 -0.05 0.08 0.99
F -0.858781 4.182144 3.272457 -0.02 -0.03 0.02
F 0.940497 5.893777 2.075402 -0.13 -0.01 -0.03
F -0.631544 3.826067 0.723269 0.04 0.01 0.07
F 1.962875 4.027810 0.409043 0.01 0.03 -0.08
C 4.645377 1.765581 -2.541661 0.04 -0.01 0.02
N 4.463819 1.965866 -1.115718 -0.02 0.09 -0.02
C 4.921017 2.999979 -0.403216 0.05 -0.04 -0.08
C 4.488742 2.791705 0.912680 0.05 0.14 0.07
N 3.784650 1.681370 0.990576 -0.19 -0.06 0.02
C 3.714618 1.155662 -0.261548 -0.02 -0.04 0.06
S 2.907813 -0.204311 -0.763822 0.02 -0.01 -0.07
H 5.542611 2.295295 -2.853044 0.00 0.00 0.00
H 3.781677 2.138635 -3.086788 0.00 -0.02 0.00
H 4.756436 0.703010 -2.739475 -0.01 0.00 0.00
H 5.495215 3.799478 -0.839047 -0.02 0.00 -0.01
H 4.658710 3.428664 1.765502 0.00 -0.02 0.00
H 3.143754 1.608695 2.552197 0.16 -0.27 -0.93
C -1.491643 1.337952 -0.493401 -0.15 -0.12 -0.03
H -2.285153 1.033478 -1.173246 -0.01 -0.02 0.01
H -1.833644 2.076473 0.227515 0.06 0.08 -0.05
```
Positions in Å, forces in eV/Å.

Look up the multiplicity of the second one.
4